# C3H4ClNO

C3H4ClNO in the gas phase in a non-equilibrium geometry (ωB97M-V with the def2-TZVPD basis set, the OMol25 dataset).

The geometry in XYZ format:
```
10
Properties=species:S:1:pos:R:3
C -0.02 0.22 0.69
C 0.24 -0.31 -0.61
C 0.33 -1.61 -1.01
H -1.08 -0.75 3.29
H 0.10 1.26 0.88
H 0.42 -1.93 -2.07
H 0.31 -2.34 -0.22
N -0.56 -0.55 1.55
O -0.88 0.04 2.77
Cl 0.47 1.02 -1.72
```

HOMO-LUMO gap = 9.419 eV
SMILES = C=C(Cl)/C=N/O
relative energy (zero: lowest compared OMol25 entry of this formula, charge and spin) = 238.5 kJ/mol
HOMO level = -9.2 eV



# C24H16N7OS4Sn

A molecular structure, C24H16N7OS4Sn (ωB97M-V with the def2-TZVPD basis set, the OMol25 dataset).

The geometry in XYZ format:
```
53
Properties=species:S:1:pos:R:3
Sn -0.43 2.47 0.00
C -2.81 1.68 4.02
C -1.86 2.35 3.25
N -1.03 1.68 2.47
C -1.11 0.34 2.45
C -2.14 -0.30 3.15
N -2.97 0.38 3.93
C -0.07 -0.36 1.69
C 0.25 -1.69 1.96
C 1.28 -2.30 1.24
C 1.96 -1.53 0.30
C 1.59 -0.21 0.09
N 0.58 0.34 0.77
C 2.31 0.67 -0.84
C 3.23 0.22 -1.79
N 3.95 1.07 -2.51
C 3.76 2.36 -2.33
C 2.77 2.82 -1.46
N 2.07 1.98 -0.72
C 1.60 -3.72 1.43
C 1.94 -4.50 0.33
C 2.19 -5.85 0.52
N 2.12 -6.43 1.70
C 1.80 -5.70 2.75
C 1.53 -4.34 2.68
H -3.46 2.20 4.71
H -1.75 3.42 3.27
H -2.32 -1.36 3.08
H -0.29 -2.25 2.70
H 2.78 -1.97 -0.25
H 3.39 -0.82 -2.01
H 4.39 3.03 -2.90
H 2.53 3.87 -1.35
H 1.98 -4.06 -0.66
H 2.45 -6.49 -0.32
H 1.75 -6.23 3.70
H 1.29 -3.79 3.57
O -0.50 2.06 -2.28
N -1.49 1.39 -2.84
C -1.49 1.30 -4.18
C -2.44 0.58 -4.86
C -3.44 -0.06 -4.13
C -3.44 0.06 -2.76
C -2.46 0.79 -2.11
S -2.47 0.93 -0.40
H -0.69 1.83 -4.68
H -2.42 0.54 -5.94
H -4.20 -0.63 -4.63
H -4.20 -0.41 -2.15
S -1.66 7.61 0.99
C -1.68 5.96 0.51
S 0.01 6.31 0.73
S -2.66 4.76 0.11
```

HOMO-LUMO gap = 7.197 eV
relative energy (zero: lowest compared OMol25 entry of this formula, charge and spin) = 37.7 kJ/mol
charge = +1
HOMO level = -10.8 eV



# C19H26ClN2NiO2P2S

A molecular structure, C19H26ClN2NiO2P2S (ωB97M-V with the def2-TZVPD basis set, the OMol25 dataset).

The geometry in XYZ format:
```
54
Properties=species:S:1:pos:R:3
Ni -0.29 0.26 -0.33
C -3.49 -1.51 -0.03
P -2.17 -0.60 0.83
C -1.92 -1.52 2.37
C -2.95 0.95 1.40
C -1.95 1.81 2.19
P -0.45 2.10 1.17
C -0.75 3.65 0.30
C 0.90 2.43 2.32
H -3.75 -0.99 -0.95
H -4.37 -1.60 0.60
H -3.14 -2.50 -0.29
H -2.83 -1.50 2.97
H -1.10 -1.09 2.96
H -1.67 -2.56 2.16
H -3.84 0.72 2.00
H -3.30 1.49 0.51
H -1.66 1.31 3.12
H -2.41 2.76 2.48
H 0.08 3.85 -0.37
H -0.89 4.47 1.01
H -1.65 3.56 -0.32
H 0.67 3.27 2.98
H 1.80 2.67 1.76
H 1.10 1.54 2.93
Cl -2.25 -2.63 -6.06
C -1.59 -1.37 -5.08
C -1.26 -1.64 -3.76
C -0.72 -0.62 -3.00
C -0.52 0.66 -3.51
C -0.86 0.90 -4.84
C -1.39 -0.11 -5.62
C 0.04 1.79 -2.69
O 0.03 2.93 -3.11
O 0.57 1.47 -1.52
H -1.41 -2.63 -3.35
H -0.45 -0.85 -1.97
H -0.72 1.89 -5.24
H -1.65 0.07 -6.66
N 5.00 -2.56 3.26
C 5.10 -1.91 2.09
S 6.53 -1.56 1.37
C 3.78 -1.51 1.47
C 2.58 -2.14 1.78
C 1.42 -1.72 1.16
N 1.39 -0.72 0.28
C 2.55 -0.11 -0.04
C 3.75 -0.49 0.53
H 5.84 -2.87 3.71
H 4.12 -2.74 3.72
H 2.52 -2.99 2.45
H 0.48 -2.21 1.36
H 2.48 0.68 -0.76
H 4.67 0.00 0.25
```

HOMO-LUMO gap (alpha / beta) = 7.754 / 7.414 eV
relative energy (zero: lowest compared OMol25 entry of this formula, charge and spin) = 37.9 kJ/mol
spin multiplicity = 3
charge = +1
<S²> = 2.008
HOMO level (alpha / beta) = -11.2 / -11.2 eV



# C35H37F5HfOP2Te

A molecular structure, C35H37F5HfOP2Te in a non-equilibrium geometry (ωB97M-V with the def2-TZVPD basis set, the OMol25 dataset).

The geometry in XYZ format:
```
82
Properties=species:S:1:pos:R:3
Hf -0.12 0.17 0.34
C -1.90 0.83 -7.52
C -1.93 -0.43 -7.08
C -1.06 -1.56 -7.55
C 0.27 -1.17 -8.23
C 1.20 -0.34 -7.39
C 1.23 0.99 -7.25
C 0.36 1.98 -7.95
C -0.97 1.45 -8.54
C 1.82 0.51 1.39
H -2.65 1.54 -7.15
H -2.72 -0.73 -6.38
H -1.63 -2.19 -8.25
H -0.82 -2.21 -6.68
H 0.80 -2.12 -8.42
H 0.07 -0.73 -9.22
H 1.95 -0.95 -6.87
H 2.03 1.45 -6.65
H 0.92 2.44 -8.78
H 0.12 2.80 -7.26
H -1.51 2.33 -8.93
H -0.77 0.80 -9.40
H 1.65 1.46 1.94
H 2.79 0.61 0.90
H 1.92 -0.27 2.17
P -1.55 -0.56 -1.80
P 1.56 0.01 -1.73
C -0.56 -0.78 -3.30
C 0.78 -0.58 -3.23
C -2.52 -2.08 -1.57
C -2.88 -2.86 -2.67
C -3.61 -4.04 -2.49
C -3.98 -4.47 -1.21
C -3.61 -3.69 -0.10
C -2.89 -2.51 -0.28
C -2.76 0.76 -2.16
C -2.33 2.11 -2.15
C -3.25 3.14 -2.34
C -4.60 2.86 -2.57
C -5.02 1.52 -2.58
C -4.11 0.48 -2.37
C 3.07 -1.00 -1.52
C 2.95 -2.29 -0.98
C 4.08 -3.08 -0.78
C 5.35 -2.60 -1.12
C 5.48 -1.30 -1.66
C 4.34 -0.51 -1.86
C 2.18 1.67 -2.17
C 2.40 2.63 -1.17
C 2.86 3.90 -1.50
C 3.11 4.23 -2.84
C 2.90 3.27 -3.84
C 2.44 2.00 -3.51
H -1.07 -1.04 -4.23
H 1.47 -0.75 -4.06
H -2.59 -2.55 -3.68
H -3.89 -4.64 -3.36
H -4.54 -5.39 -1.07
H -3.88 -4.02 0.90
H -2.60 -1.92 0.60
H -1.28 2.35 -1.95
H -2.92 4.18 -2.32
H -5.32 3.67 -2.74
H -6.08 1.30 -2.75
H -4.46 -0.55 -2.35
H 1.97 -2.69 -0.72
H 3.99 -4.09 -0.36
H 6.25 -3.21 -0.96
H 6.46 -0.92 -1.93
H 4.45 0.49 -2.28
H 2.23 2.38 -0.12
H 3.04 4.64 -0.71
H 3.47 5.24 -3.10
H 3.10 3.52 -4.89
H 2.28 1.26 -4.29
F -2.05 1.19 4.60
Te -0.79 -0.22 4.08
F -0.41 -0.57 5.88
F 0.53 -1.62 3.52
F 0.68 1.11 4.18
F -2.20 -1.54 4.28
O -1.47 -0.10 1.53
```

HOMO-LUMO gap (alpha / beta) = 2.173 / 1.769 eV
relative energy (zero: lowest compared OMol25 entry of this formula, charge and spin) = 0.0 kJ/mol
charge = +2
HOMO level (alpha / beta) = -13.1 / -13.1 eV



# C25H43N10O2

7 unconnected molecules or ions with the total composition C25H43N10O2 in a non-equilibrium geometry (ωB97M-V with the def2-TZVPD basis set, the OMol25 dataset).

The geometry in XYZ format:
```
80
Properties=species:S:1:pos:R:3
C 0.71 -0.63 4.23
C 1.60 0.00 2.98
C 2.63 -1.08 2.29
C 0.69 0.86 1.89
N 0.12 -0.03 0.76
N -0.43 -1.17 1.24
C -1.00 -2.14 0.29
C -0.93 -1.83 -1.30
N -1.49 -2.84 -2.29
C -0.29 -0.41 -1.87
C 0.29 0.54 -0.61
O 0.88 1.82 -1.02
C 0.02 2.57 -1.95
C 0.76 2.58 -3.41
N 0.21 3.61 -4.39
C 0.78 3.26 -5.77
C 2.40 3.49 -5.89
C 2.88 3.78 -7.47
O 2.83 4.71 -5.14
H 1.30 -0.65 5.25
H 0.50 -1.78 3.96
H -0.30 -0.05 4.40
H 2.30 0.82 3.50
H 3.24 -0.57 1.40
H 3.43 -1.51 3.07
H 2.03 -2.00 1.88
H 1.38 1.72 1.51
H -0.21 1.33 2.50
H -1.49 -3.17 0.64
H -1.42 -2.42 -3.25
H -0.91 -3.72 -2.22
H -0.24 -0.11 -3.00
H -1.10 2.25 -1.96
H 0.03 3.70 -1.56
H 1.90 2.89 -3.21
H 0.78 1.56 -3.97
H -0.83 3.50 -4.52
H 0.28 3.90 -6.64
H 0.55 2.12 -6.07
H 3.00 2.57 -5.46
H 2.23 3.15 -8.23
H 2.76 4.94 -7.70
H 4.03 3.48 -7.63
H 3.84 4.80 -5.29
C 3.01 -5.01 3.61
C 3.02 -4.13 4.85
N 3.03 -3.40 5.88
H 3.04 -4.39 2.71
H 3.88 -5.67 3.62
H 2.10 -5.62 3.60
C 5.95 -0.84 -1.02
C 5.14 -2.08 -0.67
N 4.47 -3.11 -0.38
H 5.82 -0.60 -2.08
H 5.61 0.01 -0.42
H 7.01 -1.02 -0.83
C -2.97 0.76 0.30
C -4.19 1.01 1.17
N -5.20 1.22 1.90
H -2.18 0.27 0.88
H -3.24 0.10 -0.54
H -2.59 1.70 -0.10
C -4.26 -5.77 -2.73
C -2.88 -5.71 -2.09
N -1.74 -5.66 -1.57
H -5.01 -5.99 -1.96
H -4.50 -4.80 -3.18
H -4.29 -6.54 -3.50
C -0.49 -1.33 7.96
C -1.15 -0.24 7.14
N -1.70 0.67 6.46
H 0.04 -0.89 8.81
H -1.24 -2.03 8.33
H 0.24 -1.87 7.34
C -7.00 4.20 2.83
C -8.17 5.13 2.61
N -9.15 5.91 2.42
H -6.95 3.45 2.04
H -6.06 4.77 2.83
H -7.10 3.69 3.79
```

HOMO-LUMO gap = 7.335 eV
charge = +1
HOMO level = -12.1 eV



# C15H34HfNO2P2

A molecular structure, C15H34HfNO2P2 in a non-equilibrium geometry (ωB97M-V with the def2-TZVPD basis set, the OMol25 dataset).

The geometry in XYZ format:
```
55
Properties=species:S:1:pos:R:3
C -3.85 0.49 -1.68
C -2.45 0.75 -1.53
N -1.63 -0.38 -1.38
C -2.08 -1.60 -1.72
C -3.37 -1.79 -2.21
C -4.28 -0.74 -2.14
C -1.93 2.06 -1.67
P -0.25 2.44 -0.97
Hf 0.45 -0.03 -0.48
P 0.25 -2.61 -0.56
C -1.11 -2.77 -1.76
O -3.80 2.32 2.55
O -0.02 1.65 4.32
H -4.57 1.28 -1.53
H -3.63 -2.75 -2.66
H -5.31 -0.90 -2.45
C 0.10 3.22 -2.61
C -0.04 3.85 0.22
H -1.62 -3.75 -1.64
H -0.67 -2.80 -2.78
H -4.13 3.14 2.13
H -2.66 2.84 -1.79
C 1.60 -3.62 -1.29
C -0.34 -3.71 0.79
H 0.51 -0.11 1.61
H -0.01 2.25 3.53
H -0.85 1.12 4.31
H -4.57 1.86 2.90
H 1.08 -0.10 -2.03
H -0.41 -0.16 1.48
H -0.51 4.14 -2.59
H 1.14 3.42 -2.89
H -0.36 2.52 -3.33
H -0.71 4.65 -0.11
H -0.33 3.53 1.24
H 1.00 4.22 0.24
H -0.45 -4.76 0.48
H 0.37 -3.66 1.63
H -1.32 -3.34 1.14
H 1.35 -4.70 -1.35
H 1.81 -3.24 -2.30
H 2.51 -3.50 -0.68
C 3.16 -1.45 1.81
C 3.04 0.07 1.69
C 4.38 0.75 1.99
C 2.56 0.51 0.27
H 3.75 -1.87 0.97
H 2.16 -1.91 1.82
H 3.68 -1.72 2.75
H 2.29 0.42 2.44
H 5.13 0.45 1.24
H 4.28 1.84 1.96
H 4.75 0.46 2.97
H 2.66 1.61 0.18
H 3.23 0.08 -0.50
```

HOMO-LUMO gap = 5.515 eV
relative energy (zero: lowest compared OMol25 entry of this formula, charge and spin) = 163.3 kJ/mol
charge = +1
HOMO level = -9.8 eV



# C4H12NO

2 unconnected molecules or ions with the total composition C4H12NO in a non-equilibrium geometry (ωB97M-V with the def2-TZVPD basis set, the OMol25 dataset).

The geometry in XYZ format:
```
18
Properties=species:S:1:pos:R:3
C 1.38 -0.95 0.07
N 0.03 -0.85 0.85
C -0.98 -0.77 -0.41
C -0.27 0.25 -1.24
C 1.25 -0.12 -1.15
H 2.26 -0.77 0.85
H 1.68 -2.02 -0.29
H -0.14 0.01 1.34
H -0.32 -1.66 1.45
H -2.01 -0.60 0.01
H -1.06 -1.67 -0.87
H -0.71 0.16 -2.29
H -0.30 1.29 -0.90
H 1.98 0.81 -1.26
H 1.52 -0.65 -2.12
H -2.29 2.51 2.16
H -0.67 2.68 2.13
O -1.37 2.35 1.66
```

HOMO-LUMO gap = 12.070 eV
relative energy (zero: lowest compared OMol25 entry of this formula, charge and spin) = 184.7 kJ/mol
charge = +1
HOMO level = -15.3 eV



# C30H24Cl3F3GeIrN8O2S2

A molecular structure, C30H24Cl3F3GeIrN8O2S2 in a non-equilibrium geometry (ωB97M-V with the def2-TZVPD basis set, the OMol25 dataset).

The geometry in XYZ format:
```
74
Properties=species:S:1:pos:R:3
Ir 0.87 -2.85 0.16
C -6.16 8.95 -1.13
O -5.70 8.39 0.09
C -5.00 7.24 0.04
C -4.58 6.73 1.27
C -3.86 5.55 1.31
C -3.54 4.86 0.14
C -3.96 5.38 -1.07
C -4.69 6.56 -1.14
C -2.78 3.61 0.15
N -2.41 2.93 -0.91
C -1.74 1.85 -0.43
C -1.69 1.85 0.94
N -2.37 3.00 1.31
C -1.06 0.84 1.70
C -0.98 0.82 3.10
C -0.33 -0.21 3.73
C 0.24 -1.22 2.94
N 0.17 -1.23 1.63
C -0.46 -0.22 0.98
C -0.50 -0.24 -0.48
N 0.09 -1.27 -1.15
C 0.07 -1.28 -2.47
C -0.56 -0.29 -3.23
C -1.16 0.75 -2.58
C -1.14 0.79 -1.18
H -6.70 9.85 -0.86
H -6.84 8.26 -1.64
H -5.33 9.20 -1.79
H -4.83 7.27 2.17
H -3.55 5.19 2.28
H -3.72 4.85 -1.98
H -5.00 6.94 -2.10
H -2.54 3.33 2.24
H -1.43 1.61 3.68
H -0.26 -0.27 4.80
H 0.74 -2.05 3.43
H 0.55 -2.11 -2.96
H -0.55 -0.38 -4.30
H -1.66 1.55 -3.12
F 0.98 -4.96 5.02
C 2.18 -5.34 4.53
F 2.01 -6.50 3.90
F 3.00 -5.54 5.56
C 2.71 -4.28 3.59
C 3.91 -3.65 3.81
C 4.37 -2.68 2.91
C 3.60 -2.38 1.82
N 2.42 -3.00 1.61
C 1.96 -3.94 2.44
S 0.48 -4.51 1.82
H 4.50 -3.91 4.68
H 5.31 -2.18 3.06
H 3.89 -1.64 1.08
O -0.99 -3.17 0.06
Cl -1.83 -3.85 -2.58
Ge -0.16 -4.49 -1.39
Cl -0.80 -6.34 -0.56
Cl 1.23 -5.08 -2.98
C 3.59 -1.27 -5.04
C 4.39 -1.09 -3.75
C 3.90 -2.01 -2.68
N 2.85 -1.79 -1.97
N 2.59 -2.81 -1.09
C 3.45 -3.80 -1.15
N 3.36 -4.95 -0.46
S 4.69 -3.52 -2.31
H 3.95 -0.58 -5.81
H 2.53 -1.06 -4.87
H 3.68 -2.28 -5.43
H 4.29 -0.07 -3.38
H 5.45 -1.26 -3.93
H 2.68 -5.03 0.28
H 4.17 -5.55 -0.39
```

HOMO-LUMO gap = 6.667 eV
relative energy (zero: lowest compared OMol25 entry of this formula, charge and spin) = 477.2 kJ/mol
charge = +1
HOMO level = -10.0 eV



What is the formula in the sixth record?
C15H34HfNO2P2